# 1
The following is a DFT calculation (ωB97M-V/def2-TZVPD) of C18H15BrN4O5Os as an isolated structure in a non-equilibrium geometry.

```
44
Properties=species:S:1:pos:R:3:nbo_charge:R:1
Os 0.5003 -0.1537 -0.7070 1.72
O -3.3458 2.0955 -1.3901 -0.61
C -2.1536 1.5974 -1.2222 0.81
O -1.9071 0.4663 -0.8182 -0.64
C -1.0370 2.5326 -1.5509 0.07
C -1.0984 3.8922 -1.7871 -0.16
C 0.0903 4.5482 -2.1166 -0.11
C 1.2763 3.8341 -2.2285 -0.15
C 1.2356 2.4702 -1.9788 0.12
N 0.1099 1.8716 -1.6325 -0.48
C 2.3982 1.4940 -2.1338 0.74
O 3.4752 1.8503 -2.4910 -0.46
O 2.0200 0.2396 -1.8897 -0.67
H -4.0558 1.4589 -1.2120 0.53
H -2.0402 4.4174 -1.7150 0.27
H 0.0812 5.6146 -2.2971 0.26
H 2.2140 4.2920 -2.5129 0.28
C 1.3725 1.7143 3.8220 -0.41
N 0.4582 0.7197 3.2470 -0.37
C -0.4096 -0.0136 3.9968 0.15
C -1.2152 -0.9534 3.4486 -0.35
C -1.1331 -1.1887 2.0495 0.50
N -0.2947 -0.4288 1.3208 -0.64
C 0.4996 0.5113 1.9034 0.77
O 1.2540 1.1452 1.1383 -0.65
N -1.8371 -2.1271 1.4409 -0.71
H 1.4312 1.5740 4.8968 0.24
H 1.0238 2.7225 3.6048 0.24
H 2.3577 1.5907 3.3808 0.25
H -0.4155 0.1881 5.0590 0.26
H -1.9009 -1.5178 4.0616 0.27
H -2.4787 -2.7146 1.9466 0.43
H -1.7412 -2.2598 0.4457 0.43
Br 0.4605 -6.6752 -2.0139 0.20
C 0.4658 -4.8300 -1.6564 -0.03
C 1.2408 -4.3365 -0.6032 -0.21
C 1.2422 -2.9831 -0.3451 -0.20
C 0.4736 -2.1100 -1.1362 -0.28
C -0.2827 -2.6184 -2.2050 -0.15
C -0.2963 -3.9741 -2.4557 -0.24
H 1.8361 -5.0137 -0.0066 0.26
H 1.8663 -2.6101 0.4601 0.23
H -0.8575 -1.9592 -2.8458 0.23
H -0.8832 -4.3728 -3.2715 0.26
```

**Kohn-Sham gap (alpha / beta)**: 7.8 / 6.0 eV
**Net charge**: +2
**DFT total energy**: -3954.3018 Eh
**LUMO level (alpha / beta)**: -6.782 / -8.746 eV
**Energy above the lowest of the compared OMol25 structures with the same formula, charge and spin**: 15.9 kJ/mol
**Multiplicity**: 5

# 2
The following is a DFT calculation (ωB97M-V/def2-TZVPD) of C41H37NO2P2S3V as an isolated structure in a non-equilibrium geometry.

```
87
Properties=species:S:1:pos:R:3:mulliken_charge:R:1
V -1.2378 0.6927 -0.3276 -0.80
S -0.8349 -0.8521 1.1808 -0.70
P 1.0702 0.0273 0.8492 0.70
C 0.5003 1.2484 -0.3140 0.43
P 0.9027 2.9428 -0.5613 1.02
S -1.0783 3.5661 -1.0785 -0.46
C 1.6095 3.7364 0.9094 0.52
C 3.0312 3.7171 0.9263 -0.61
C 3.7392 4.0727 2.0956 -0.68
C 3.0711 4.5374 3.2090 -0.43
C 1.6767 4.5989 3.2023 -0.29
C 0.9805 4.2859 2.0342 -0.36
C 1.8634 3.4302 -1.9473 0.34
C 2.3244 2.5064 -2.8964 0.17
C 3.0258 3.0177 -3.9903 -0.91
C 3.2680 4.4042 -4.1697 -0.66
C 2.8758 5.2844 -3.1498 -0.48
C 2.2095 4.8135 -2.0231 -0.58
C 2.0246 -1.3717 0.2005 0.36
C 1.9567 -2.6429 0.7665 -0.53
C 2.5409 -3.7096 0.0807 -0.71
C 3.2067 -3.5068 -1.1152 -0.55
C 3.3309 -2.2094 -1.6124 -0.44
C 2.7558 -1.1125 -0.9922 -0.28
C 1.4580 0.4265 2.5612 0.78
C 2.8401 0.5015 2.8316 -0.44
C 3.2761 0.5467 4.1452 -0.55
C 2.4025 0.3910 5.1991 -0.50
C 1.0085 0.3699 4.9412 -0.63
C 0.5277 0.3373 3.6360 -0.25
H 3.5911 3.3565 0.0309 0.32
H 4.8021 3.9977 2.0407 0.44
H 3.6437 4.7648 4.1454 0.30
H 1.0666 4.8330 4.0978 0.37
H -0.1267 4.3789 1.9850 0.35
H 2.2107 1.4400 -2.7705 0.22
H 3.3490 2.3334 -4.7750 0.39
H 3.7006 4.8091 -5.0611 0.41
H 3.0661 6.3793 -3.2208 0.32
H 1.8103 5.5329 -1.2960 0.37
H 1.5924 -2.8742 1.7239 0.51
H 2.4658 -4.6974 0.5387 0.39
H 3.6880 -4.2386 -1.7473 0.40
H 3.8103 -2.0787 -2.5887 0.35
H 2.7356 -0.1197 -1.4602 0.12
H 3.5701 0.7443 2.0686 0.37
H 4.3508 0.7478 4.3237 0.34
H 2.8683 0.4147 6.1906 0.34
H 0.2692 0.3839 5.7817 0.34
H -0.5820 0.3267 3.4593 0.22
C -0.9814 0.1455 -3.2179 -1.14
N -1.9948 0.0925 -2.1195 0.80
C -2.4792 -1.3031 -1.9543 -1.09
C -3.1342 1.0455 -2.3763 -0.73
C -3.7533 1.6181 -1.1117 0.40
C -4.9099 2.4476 -1.0181 -1.00
C -5.3510 2.8726 0.2198 -0.42
C -4.6327 2.6082 1.4115 -0.56
C -3.4534 1.9172 1.2866 -0.16
C -3.0039 1.5003 0.0589 0.88
H -1.4344 0.1040 -4.2535 0.33
H -0.3830 -0.7510 -3.1345 0.29
H -0.4152 1.0966 -3.2137 0.22
H -2.9353 -1.7074 -2.8744 0.30
H -3.2891 -1.2420 -1.1585 0.30
H -1.6725 -1.9632 -1.6253 0.29
H -3.8786 0.4482 -2.9592 0.40
H -2.6752 1.8665 -3.0406 0.38
H -5.5318 2.7244 -1.8725 0.40
H -6.3501 3.4362 0.2271 0.22
H -4.9615 2.8891 2.4240 0.38
H -2.8085 1.7493 2.1607 0.18
O 0.0559 -7.8994 -0.1652 -0.51
C -1.0194 -7.6420 -0.9580 0.47
O -0.9222 -7.8134 -2.1589 -0.60
C -2.2374 -7.0634 -0.2074 0.26
C -1.8698 -6.1146 0.8350 -0.17
C -2.7293 -5.0807 1.1322 -0.89
C -3.9899 -5.0270 0.4426 0.13
S -4.9493 -3.6312 0.7412 -0.49
C -4.4371 -6.0637 -0.3841 -0.74
C -3.4971 -6.9900 -0.7735 -0.21
H -0.0490 -8.4207 0.6303 0.35
H -0.9110 -6.1805 1.3499 0.23
H -2.5167 -4.3896 1.9132 0.46
H -5.4444 -6.0794 -0.7011 0.44
H -3.6619 -7.6842 -1.6126 0.29
```

**Kohn-Sham gap (alpha / beta)**: 5.2 / 5.2 eV
**Net charge**: -1
**DFT total energy**: -4611.0362 Eh
**LUMO level (alpha / beta)**: 1.954 / 1.951 eV
**Energy above the lowest of the compared OMol25 structures with the same formula, charge and spin**: 234.2 kJ/mol
**Multiplicity**: 3

# 3
The following is a DFT calculation (ωB97M-V/def2-TZVPD) of C6H8IO5 as an isolated structure in a non-equilibrium geometry.

```
20
Properties=species:S:1:pos:R:3:nbo_charge:R:1
C -0.7612 -1.5178 -1.0324 0.77
C -0.3159 0.7724 -1.1268 0.64
C -1.0272 -1.5361 1.4277 -0.62
C 2.3265 0.6370 -0.2101 -0.72
C -1.5429 -0.8282 0.1041 0.00
C 1.3999 1.7260 -0.7437 0.43
O -0.5992 -2.6746 -1.3129 -0.61
O -0.0296 -0.5599 -1.6424 -0.53
O -0.9840 1.5620 -1.9485 -0.74
O 1.6363 2.2986 -1.7767 -0.72
O -1.1996 0.5398 0.0088 -0.55
I 0.6279 3.0970 0.9978 -0.37
H -1.6092 -2.3893 1.4877 0.21
H -0.0188 -1.7085 1.2746 0.21
H -1.2202 -0.6875 2.1274 0.23
H 2.3610 0.6633 0.8226 0.22
H 3.3797 0.7312 -0.4514 0.21
H 1.9300 -0.2808 -0.6583 0.23
H -2.5694 -0.8948 -0.0884 0.18
H -0.4174 2.3978 -2.2251 0.51
```

**Kohn-Sham gap**: 7.2 eV
**Net charge**: -1
**DFT total energy**: -907.3491 Eh
**LUMO level**: 3.138 eV
**Energy above the lowest of the compared OMol25 structures with the same formula, charge and spin**: 89.0 kJ/mol

# 4
The following is a DFT calculation (ωB97M-V/def2-TZVPD) of one molecule with the formula C5H6O in a non-equilibrium geometry.

```
12
Properties=species:S:1:pos:R:3:nbo_charge:R:1
C -1.3603 1.0724 -0.0748 -0.73
C -0.5985 -0.2018 0.1840 0.62
O -0.7191 -0.8001 1.2263 -0.53
C 0.4135 -0.6994 -0.8844 -0.59
C 1.6575 -0.5402 -0.1560 0.04
C 2.3661 -0.3919 0.8152 -0.30
H -2.4113 0.8090 -0.2327 0.25
H -0.9920 1.6259 -0.9402 0.22
H -1.3083 1.6938 0.8232 0.25
H 0.3807 -0.1330 -1.8146 0.24
H 0.2352 -1.7620 -1.0807 0.26
H 2.0276 -0.6644 1.7893 0.26
```

**Kohn-Sham gap**: 10.3 eV
**DFT total energy**: -269.2401 Eh
**LUMO level**: 0.554 eV
**Energy above the lowest of the compared OMol25 structures with the same formula, charge and spin**: 278.8 kJ/mol
**SMILES**: C#CCC(C)=O

# 5
The following is a DFT calculation (ωB97M-V/def2-TZVPD) of C30H31FHfN4O3 as an isolated structure.

```
70
Properties=species:S:1:pos:R:3:mulliken_charge:R:1
Hf 0.5392 -0.6353 0.5933 1.25
C 0.7760 1.4923 2.8143 -1.24
N 1.2178 1.3630 1.4041 0.41
C 0.7985 2.5649 0.6339 -1.04
C 2.6734 1.1426 1.2800 0.81
C 3.5827 1.6269 2.2100 -0.56
C 4.9327 1.3819 2.0409 -0.95
C 5.3622 0.6341 0.9486 -0.81
C 4.4618 0.1447 0.0207 -1.07
C 3.0972 0.4122 0.1564 0.28
N 2.0698 -0.0834 -0.6712 0.19
C 2.2949 -0.7078 -1.9162 -0.02
C 3.2650 -0.3569 -2.8501 -0.35
C 3.3539 -1.0574 -4.0425 -0.76
C 2.4765 -2.0957 -4.3292 -0.95
C 1.4796 -2.4222 -3.4237 -0.67
C 1.3998 -1.7245 -2.2317 0.38
N 0.3116 -1.9598 -1.2627 0.70
C -0.9991 -1.6074 -1.8831 -0.99
C 0.2910 -3.3723 -0.7878 -1.04
H 1.0942 2.4437 3.2406 0.47
H 1.1936 0.6792 3.4066 0.45
H -0.3121 1.4591 2.8497 0.31
H 1.2832 3.4496 1.0481 0.39
H -0.2829 2.6841 0.7032 0.39
H 1.0970 2.4515 -0.4062 0.34
H 3.2493 2.2034 3.0619 0.39
H 5.6442 1.7682 2.7566 0.45
H 6.4156 0.4239 0.8201 0.45
H 4.8126 -0.4540 -0.8068 0.66
H 3.9325 0.4701 -2.6508 0.68
H 4.1126 -0.7810 -4.7622 0.43
H 2.5536 -2.6366 -5.2616 0.43
H 0.7731 -3.2085 -3.6598 0.40
H -1.1844 -2.2128 -2.7704 0.39
H -0.9798 -0.5615 -2.1947 0.40
H -1.8106 -1.7675 -1.1719 0.41
H 0.1348 -4.0610 -1.6179 0.42
H -0.5301 -3.5091 -0.0792 0.37
H 1.2407 -3.6134 -0.3116 0.37
C -3.8446 -3.8662 5.8708 -1.92
C -2.3909 -4.2888 5.9510 0.53
C -1.8107 -4.1400 7.3468 -0.96
C -0.4193 -4.7451 7.3963 -0.97
C 0.4454 -4.1910 6.2970 1.08
C 1.8154 -4.2440 6.3907 -0.72
C 2.6238 -3.7014 5.3885 -0.04
F 3.9414 -3.7840 5.5305 -0.32
C 2.1030 -3.0782 4.2932 -1.09
C 0.7058 -3.0014 4.1736 0.84
C 0.1120 -2.3274 3.0644 1.23
O 0.9198 -1.8352 2.1273 -1.27
C -1.2654 -2.2362 2.9987 0.68
C -2.0275 -2.8867 3.9677 -0.17
N -1.5086 -3.5272 4.9929 0.15
C -0.1228 -3.5754 5.1609 -0.99
C -2.0274 -1.5769 1.8717 -0.08
O -3.1021 -1.9727 1.5338 -0.55
O -1.3636 -0.5592 1.2867 -0.64
H -4.3858 -4.4156 6.6392 0.43
H -4.3121 -4.1138 4.9188 0.55
H -3.9697 -2.8008 6.0732 0.41
H -2.3013 -5.3350 5.6441 0.19
H -2.4691 -4.6467 8.0502 0.38
H -1.7898 -3.0816 7.6219 0.34
H -0.4864 -5.8315 7.2885 0.36
H 0.0574 -4.5545 8.3572 0.50
H 2.2839 -4.6994 7.2544 0.56
H 2.7535 -2.6504 3.5448 0.68
H -3.1013 -2.8789 3.8595 0.64
```

**Kohn-Sham gap**: 6.7 eV
**Net charge**: +2
**DFT total energy**: -1754.1074 Eh
**LUMO level**: -6.433 eV
**Energy above the lowest of the compared OMol25 structures with the same formula, charge and spin**: 0.0 kJ/mol

# 6
The following is a DFT calculation (ωB97M-V/def2-TZVPD) of one molecule with the formula C4H7NO in a non-equilibrium geometry.

```
13
Properties=species:S:1:pos:R:3:nbo_charge:R:1
C -1.7659 0.3501 -0.0063 -0.42
N -0.3415 0.2518 0.2062 -0.44
C 0.4191 -0.9490 -0.0478 -0.21
C 1.7345 -0.1925 0.0234 -0.52
C 0.6567 1.1565 -0.0052 0.73
O 0.5692 2.3617 -0.0372 -0.58
H -2.3171 -0.1802 0.7790 0.20
H -2.0778 1.3945 -0.0193 0.23
H -2.0255 -0.1208 -0.9659 0.19
H 0.1747 -1.3326 -1.0494 0.17
H 0.3493 -1.7334 0.7005 0.19
H 2.1402 -0.2802 1.0427 0.22
H 2.4840 -0.7259 -0.6208 0.23
```

**Kohn-Sham gap**: 10.5 eV
**DFT total energy**: -286.5648 Eh
**LUMO level**: 0.883 eV
**Energy above the lowest of the compared OMol25 structures with the same formula, charge and spin**: 175.5 kJ/mol
**SMILES**: CN1CCC1=O